Here is C23H24N6STi as an isolated structure from the OMol25 dataset. Energies are from ωB97M-V/def2-TZVPD.

Geometry as ORCA input:
```
! RIJCOSX wB97M-V def2-TZVPD def2/J DEFGRID3
* xyz 2 3
Ti 0.33 -0.69 0.26
C 1.05 1.34 2.39
C 0.23 0.58 3.43
C -0.18 -0.85 3.17
C -0.36 -1.71 4.25
C -1.11 -2.87 4.10
C -1.72 -3.10 2.87
C -1.41 -2.27 1.82
N -0.58 -1.20 1.94
N 0.57 1.20 1.00
C -0.66 1.98 0.75
C -1.49 1.36 -0.34
C -2.37 2.11 -1.11
C -3.20 1.46 -2.02
C -3.09 0.08 -2.15
C -2.16 -0.59 -1.38
N -1.37 0.03 -0.49
C 1.65 1.60 0.08
C 2.77 0.60 0.24
C 4.12 0.91 0.13
C 5.06 -0.09 0.38
C 4.61 -1.36 0.73
C 3.25 -1.59 0.81
N 2.34 -0.64 0.56
H 2.08 0.99 2.42
H 1.05 2.41 2.67
H -0.72 1.11 3.62
H 0.79 0.62 4.37
H 0.05 -1.47 5.22
H -1.24 -3.55 4.92
H -2.41 -3.91 2.74
H -1.84 -2.43 0.84
H -0.43 3.03 0.51
H -1.27 1.97 1.66
H -2.43 3.18 -0.98
H -3.89 2.02 -2.63
H -3.74 -0.47 -2.82
H -2.04 -1.67 -1.48
H 2.00 2.63 0.28
H 1.27 1.58 -0.96
H 4.43 1.91 -0.13
H 6.11 0.12 0.31
H 5.31 -2.15 0.96
H 2.86 -2.56 1.09
S 0.97 -0.78 -2.27
C 0.82 -2.35 -1.71
N 1.03 -3.42 -2.52
C 1.03 -4.70 -2.06
C 0.84 -4.89 -0.71
C 0.58 -3.79 0.10
N 0.52 -2.53 -0.40
H 1.18 -3.23 -3.51
H 1.19 -5.49 -2.77
H 0.87 -5.88 -0.29
H 0.41 -3.90 1.16
*
```

Properties
- LUMO energy (spin up / spin down) (eV) = -6.34 / -6.23
- gap between HOMO and LUMO (spin up / spin down) (eV) = 5.261 / 7.858
- <S²> = 2.028